No. 1
This record from the OMol25 dataset describes C5H8O in the gas phase. The level of theory is ωB97M-V with the def2-TZVPD basis set.

The value obtained for the maximum force is 0.3 eV/Å. The orbital gap is 9.1 eV. The value obtained for the relative energy (zero: lowest compared OMol25 entry of this formula, charge and spin) is 460.0 kJ/mol. The calculation puts the energy at -7357.4879 eV.

Geometry as XYZ:
```
14
C5H8O (ωB97M-V with the def2-TZVPD basis set)
C 0.5117 -0.4402 1.5221
C -0.0601 -0.6437 0.1298
C -1.3333 0.1186 -0.3173
C -0.6768 0.5883 -1.6212
O 0.8849 1.3895 -0.6924
C 0.6224 0.0233 -1.0664
H 0.6627 0.6240 1.7268
H 1.4760 -0.9495 1.6338
H -0.1703 -0.8413 2.2805
H -0.1765 -1.7132 -0.0820
H -1.6834 0.9350 0.3236
H -2.2001 -0.5118 -0.5536
H 0.8522 1.9145 -1.5134
H 1.4455 -0.4329 -1.6256
```

No. 2
This record from the OMol25 dataset describes C9H10N4 in the gas phase at a distorted geometry. The level of theory is ωB97M-V with the def2-TZVPD basis set.

The value obtained for the maximum force is 18.8 eV/Å. The orbital gap is 8.3 eV. Its SMILES is Cc1nc2ccc(N)nc2nc1C. The value obtained for the relative energy (zero: lowest compared OMol25 entry of this formula, charge and spin) is 704.9 kJ/mol. The calculation puts the energy at -15448.8612 eV.

Geometry as XYZ:
```
23
C9H10N4 (ωB97M-V with the def2-TZVPD basis set)
C -0.3042 -2.6971 -1.7285
C 0.0043 -1.5175 -0.9023
C -0.9502 0.1605 0.3553
C -1.9689 0.7009 1.1036
C -1.7537 2.0219 1.8329
C -0.3999 2.4760 1.7691
C 0.3310 0.8390 0.2987
C 1.1559 -0.8081 -1.0138
C 2.1941 -1.4155 -1.8003
H -0.3799 -2.4845 -2.5330
H -1.4536 -3.2904 -1.6317
H 0.2765 -3.4883 -1.5222
H -3.0465 -0.0570 1.0905
H -2.4610 2.3176 2.4840
H 0.1896 3.5882 3.2212
H 0.4996 3.9273 1.8233
H 3.3535 -0.8786 -1.7243
H 1.8966 -1.8903 -2.5620
H 2.2311 -2.3685 -1.3024
N -1.0973 -0.9922 -0.2707
N -0.2510 3.6237 2.4567
N 0.5783 1.9584 0.9613
N 1.3557 0.2745 -0.4053
```

No. 3
This record from the OMol25 dataset describes C7H6 in the gas phase at a distorted geometry. The level of theory is ωB97M-V with the def2-TZVPD basis set.

The value obtained for the maximum force is 5.1 eV/Å. The orbital gap is 9.0 eV. Its SMILES is C1=C2C3=C(C3)C[C@@H]12. The value obtained for the relative energy (zero: lowest compared OMol25 entry of this formula, charge and spin) is 497.5 kJ/mol. The calculation puts the energy at -7348.3432 eV.

Geometry as XYZ:
```
13
C7H6 (ωB97M-V with the def2-TZVPD basis set)
C 1.6232 0.9603 -0.4860
C 0.7265 1.4140 0.3477
C -0.6955 1.2500 0.6220
C -0.8964 -0.1096 0.5678
C -1.8684 0.7518 -0.1437
C 0.2466 -0.9871 0.2911
C 1.4227 0.0593 0.6620
H 2.2512 1.0498 -1.2242
H -2.8439 0.9804 0.2358
H -1.8144 0.8135 -1.2896
H 0.1536 -1.9210 0.7196
H 0.3474 -0.9348 -0.8479
H 2.2645 -0.0261 1.4059
```

Question: Look up the orbital gap of the third one.
Answer: 9.0 eV

Question: Which of these has the lowest relative energy (zero: lowest compared OMol25 entry of this formula, charge and spin)?
Answer: C5H8O

Question: What is the orbital gap in the third record?
Answer: 9.0 eV